115
Properties=species:S:1:pos:R:3 method="wB97M-V/def2-TZVPD" charge=+1 lumo_ev=-3.5 gap_ev=6.9 homo_ev=-10.46 molar_mass_g_mol=1110.608
Bi 0.80268 0.60930 0.14170
C -1.39991 2.07704 -3.76370
C -1.08148 1.98795 -2.42161
N -0.92620 0.80013 -1.82364
C -0.99178 -0.31578 -2.59512
C -1.46913 -0.21410 -3.92269
N -1.72273 0.99878 -4.39850
C -0.62535 -1.59392 -2.08505
C -0.49792 -2.67619 -3.03284
C -0.27610 -3.97743 -2.60899
C 0.08971 -4.08578 -1.28589
C 0.03814 -2.99350 -0.37731
N -0.25618 -1.78260 -0.82161
C 0.26927 -3.13673 1.06769
C -0.10470 -4.38205 1.67870
N 0.31460 -4.62259 2.89113
C 0.71577 -3.58713 3.66331
C 0.90984 -2.32528 3.07937
N 0.66192 -2.10777 1.77924
C -0.58166 -5.12316 -3.46114
C -0.61450 -6.45101 -2.99555
C -1.21794 -7.36310 -3.82184
N -1.91369 -7.09702 -4.90503
C -1.90290 -5.85555 -5.41455
C -1.16550 -4.90223 -4.73597
H -1.47151 2.99486 -4.33825
H -0.93365 2.94000 -1.93729
H -1.77725 -1.15615 -4.45030
H -0.53301 -2.34484 -4.06158
H 0.35397 -5.08930 -0.88444
H -0.40566 -5.25438 1.08412
H 0.95670 -3.82340 4.67183
H 1.35582 -1.42564 3.54796
H -0.32348 -6.70883 -1.97554
H -1.15442 -8.42970 -3.62230
H -2.35670 -5.59165 -6.34538
H -1.07115 -3.97149 -5.17546
Cl 6.95980 4.71445 1.54842
C 5.89197 3.53991 0.90167
C 6.15473 2.18772 1.28921
C 5.18554 1.20926 1.14894
C 3.85539 1.50603 0.79870
O 2.90395 0.62837 1.02522
C 3.62703 2.83986 0.32415
C 2.40974 3.33084 -0.24274
O 1.44315 2.62216 -0.62944
C 4.69011 3.83667 0.31827
H 7.19578 2.10740 1.66586
H 5.54364 0.19966 1.47441
H 2.32386 4.42783 -0.40072
H 4.43783 4.80442 -0.13338
C -3.16208 -1.63258 1.58652
C -3.32291 -0.41152 2.57343
C -4.66568 0.31997 2.29221
C -3.31407 -0.85901 4.04649
O -2.20593 0.44280 2.22807
Si -1.68654 1.85463 2.94641
S 0.06134 2.48781 1.98337
O -2.79608 3.01206 2.80433
C -3.33897 4.05037 1.85717
C -2.57363 5.30804 2.33230
C -4.87631 4.21156 2.20196
C -2.94560 3.64372 0.46229
O -1.41026 1.45510 4.49332
C -0.91124 2.24983 5.65951
C -0.25715 1.24178 6.51163
C -0.00390 3.35249 5.22874
C -2.21649 2.73986 6.28098
H -4.11714 -2.17395 1.43983
H -2.39629 -2.30047 1.93924
H -2.89425 -1.27561 0.58933
H -5.49310 -0.32708 2.59924
H -4.81673 0.53023 1.23163
H -4.77904 1.27834 2.82183
H -4.02627 -1.70433 4.26617
H -3.55904 -0.04780 4.74006
H -2.31309 -1.17781 4.25940
H -3.20561 5.73964 3.14982
H -2.53641 6.09590 1.57331
H -1.55521 5.14935 2.71379
H -5.04656 3.53484 2.99775
H -5.51467 3.96288 1.29541
H -5.04712 5.19453 2.55598
H -1.84378 3.72788 0.46305
H -3.28652 4.40347 -0.25338
H -3.34086 2.68274 0.20143
H 0.35698 0.51158 5.99241
H -1.16171 0.70085 6.78366
H 0.29417 1.72542 7.30530
H 0.84234 2.96624 4.60179
H 0.30237 3.87323 6.14222
H -0.51743 4.14152 4.70607
H -2.83932 1.84227 6.39001
H -2.72856 3.45994 5.66427
H -2.07749 3.13572 7.29238
C 2.88954 -1.97523 -7.94732
C 3.22090 -1.31393 -6.56490
C 4.31858 -1.79355 -5.77844
C 4.46107 -1.43173 -4.46930
C 3.68241 -0.39535 -3.96748
C 2.72314 0.18836 -4.73800
C 2.50711 -0.20453 -6.08786
S 3.73827 0.29375 -2.28557
C 4.42401 -1.16281 -1.36624
O 2.23424 0.20320 -1.85125
H 2.23346 -1.18431 -8.43901
H 2.34695 -2.90655 -7.77051
H 3.85617 -2.09603 -8.53918
H 4.99938 -2.49186 -6.24359
H 5.31871 -1.81525 -3.89098
H 2.09074 0.95921 -4.27710
H 1.94564 0.40691 -6.77825
H 4.18008 -1.04764 -0.30173
H 5.51212 -1.25513 -1.40770
H 3.92685 -2.06829 -1.67836



11
Properties=species:S:1:pos:R:3 method="wB97M-V/def2-TZVPD" charge=0 lumo_ev=0.3 smiles="Nc1n[nH][nH]c1=S" gap_ev=8.5 homo_ev=-8.24 molar_mass_g_mol=116.149
C 0.57718 0.24073 0.25431
C -0.56976 -0.68988 0.31852
H 2.42524 0.63349 0.91832
H 1.59431 -0.59442 1.77807
H -1.24274 1.47433 -1.69825
H -2.03097 -0.79950 -1.17028
N 1.54963 0.23856 1.19481
N 0.49294 1.03308 -0.76344
N -0.62785 0.66075 -1.48836
N -1.32913 -0.25582 -0.70676
S -0.83886 -1.94134 1.36306



7
Properties=species:S:1:pos:R:3 method="wB97M-V/def2-TZVPD" charge=-1 lumo_ev=4.0 gap_ev=7.5 homo_ev=-3.44 molar_mass_g_mol=122.085
N -1.86778 0.77439 -1.00871
N 1.21480 -1.20196 0.42276
N -1.51352 0.46211 0.01201
O 1.21032 1.21153 -0.55197
O 0.40778 -1.72362 -0.42166
O -1.19068 0.24806 1.08394
S 1.73909 0.22949 0.46362



57
Properties=species:S:1:pos:R:3 method="wB97M-V/def2-TZVPD" charge=0 lumo_ev=0.2 gap_ev=7.7 homo_ev=-7.55 molar_mass_g_mol=331.356
C 0.74514 1.26072 -2.03945
O 0.36735 0.66349 -3.21098
C 0.06676 0.80220 -0.73879
C 1.04532 0.69184 0.48338
C 0.34583 1.12724 1.69913
C -0.67117 0.19770 1.94902
N -1.58204 0.27854 3.00414
C 0.51957 2.51586 2.27293
H 1.82495 1.24719 -2.27352
H 0.43628 2.27215 -2.28148
H 0.81238 -0.16450 -3.42186
H -0.53458 -0.20478 -1.03823
H -0.60168 1.41799 -0.49332
H 1.85202 1.32960 -0.16619
H 1.48985 -0.37363 0.54649
H -0.90736 -0.37670 1.11325
H -1.52232 0.82538 3.70775
H -2.46143 -0.20695 2.90489
H 0.49640 2.51767 3.41716
H 1.40907 3.08680 1.99457
H -0.33128 3.12552 1.89690
H -1.87395 -2.89235 -0.44646
H -0.87025 -2.86710 0.73052
O -1.32986 -2.34746 0.07332
H -2.62693 4.24555 0.72057
H -1.83321 3.37771 -0.36637
O -2.74545 3.63208 -0.17744
H 0.28611 -4.14198 -1.36153
H -0.96252 -4.25195 -2.19295
O -0.07208 -4.29470 -2.19208
H -2.63950 1.41168 -0.36168
H -3.74060 1.32778 -1.44953
O -2.90213 0.84901 -1.13420
H -0.65287 4.97125 -1.37447
H 0.83504 4.62242 -1.10597
O -0.05059 4.46822 -0.76566
H -4.54895 -1.24604 -1.00500
H -3.12267 -1.46609 -1.42914
O -3.83364 -1.92459 -1.13640
H 2.71538 -2.12410 -2.70120
H 1.65547 -2.26242 -3.80835
O 2.54377 -1.93569 -3.66780
H 2.79585 -0.17237 3.52889
H 2.17407 0.01873 2.19649
O 3.06538 0.01962 2.63162
H 2.60697 -1.72935 2.43162
H 3.37369 -3.06879 2.18339
O 2.49662 -2.66314 2.10702
H 1.98319 -2.82418 0.18618
H 0.50307 -2.32369 -0.11142
O 1.24008 -2.95759 -0.36460
H 4.32201 2.23499 0.96012
H 4.36846 2.67174 -0.65636
O 4.05722 2.87987 0.13445
H -3.61477 -2.56758 1.35631
H -2.62849 -1.74955 1.20113
O -3.04932 -2.04077 1.97558